C20H33N3O4 | the ωB97M-V functional and the def2-TZVPD basis

ΔE to the lowest compared entry with this formula, charge and spin: 7.6 kJ/mol
total energy: -33935.9300 eV
gap between HOMO and LUMO: 8.58 eV
molar mass: 379.501 g mol⁻¹
HOMO: -0.290 hartree
SMILES string: CCOC(=O)N1CCC(N2CCN(Cc3ccc(C)o3)[C@@H](CCO)C2)CC1

Structure (XYZ):
```
60
Properties=species:S:1:pos:R:3:nbo_charge:R:1
C 5.82 -1.31 -2.43 -0.64
C 5.74 -2.57 -1.58 -0.07
O 4.42 -2.77 -1.07 -0.53
C 4.12 -2.07 0.05 0.90
O 4.89 -1.33 0.61 -0.67
N 2.86 -2.33 0.49 -0.45
C 1.89 -3.10 -0.25 -0.21
C 0.78 -2.18 -0.78 -0.41
C 0.14 -1.42 0.38 -0.03
N -1.01 -0.66 -0.07 -0.46
C -0.71 0.54 -0.83 -0.24
C -2.00 1.06 -1.48 -0.22
N -3.08 1.29 -0.54 -0.45
C -3.16 2.63 0.02 -0.25
C -2.07 3.04 0.97 0.25
C -1.96 2.93 2.32 -0.31
C -0.68 3.44 2.66 -0.33
C -0.10 3.82 1.49 0.30
C 1.23 4.41 1.19 -0.65
O -0.94 3.58 0.46 -0.42
C -3.26 0.19 0.39 -0.03
C -3.99 -0.97 -0.30 -0.44
C -5.31 -0.51 -0.93 -0.06
O -6.00 -1.57 -1.56 -0.72
C -1.94 -0.31 0.99 -0.24
C 1.23 -0.63 1.12 -0.43
C 2.33 -1.58 1.60 -0.22
H 5.63 -0.44 -1.81 0.22
H 6.82 -1.22 -2.86 0.21
H 5.09 -1.35 -3.24 0.21
H 5.95 -3.46 -2.18 0.18
H 6.44 -2.51 -0.75 0.20
H 2.38 -3.62 -1.06 0.24
H 1.45 -3.84 0.43 0.19
H 0.03 -2.77 -1.30 0.22
H 1.23 -1.48 -1.49 0.20
H -0.26 -2.17 1.08 0.19
H -0.27 1.33 -0.20 0.17
H 0.01 0.30 -1.62 0.20
H -2.34 0.31 -2.20 0.19
H -1.79 1.98 -2.02 0.21
H -3.16 3.33 -0.82 0.22
H -4.12 2.71 0.54 0.22
H -2.70 2.55 3.00 0.23
H -0.26 3.51 3.64 0.23
H 1.76 4.61 2.12 0.23
H 1.12 5.34 0.64 0.23
H 1.83 3.73 0.59 0.22
H -3.89 0.56 1.21 0.20
H -4.20 -1.75 0.43 0.21
H -3.34 -1.39 -1.07 0.21
H -5.12 0.30 -1.64 0.17
H -5.99 -0.15 -0.16 0.17
H -5.42 -1.95 -2.23 0.46
H -1.53 0.46 1.66 0.18
H -2.14 -1.21 1.59 0.20
H 0.81 -0.10 1.97 0.22
H 1.68 0.10 0.44 0.20
H 3.15 -1.03 2.06 0.25
H 1.91 -2.29 2.33 0.18
```

=====

C20H33N3O5S | the ωB97M-V functional and the def2-TZVPD basis

ΔE to the lowest compared entry with this formula, charge and spin: 30.8 kJ/mol
total energy: -46818.7579 eV
gap between HOMO and LUMO: 9.65 eV
molar mass: 427.567 g mol⁻¹
HOMO: -0.328 hartree
SMILES string: CCOC(=O)C1(C[C@H]2CCCCO2)CCN(S(=O)(=O)c2c(C)nn(C)c2C)CC1

Structure (XYZ):
```
62
Properties=species:S:1:pos:R:3:nbo_charge:R:1
C -1.07 -4.83 0.53 -0.64
C -0.08 -3.75 0.94 -0.07
O -0.64 -2.44 0.82 -0.52
C -0.64 -1.90 -0.39 0.84
O -0.32 -2.49 -1.39 -0.62
C -1.22 -0.48 -0.37 -0.15
C -2.71 -0.69 -0.01 -0.39
C -3.65 0.49 -0.26 0.10
C -5.10 0.09 0.06 -0.42
C -6.03 1.28 -0.15 -0.40
C -5.53 2.46 0.67 -0.43
C -4.06 2.73 0.32 -0.06
O -3.26 1.59 0.54 -0.55
C -0.50 0.37 0.69 -0.43
C 0.69 1.13 0.08 -0.23
N 1.30 0.43 -1.02 -0.69
S 2.36 -0.78 -0.55 2.35
O 1.95 -1.43 0.67 -0.97
O 2.65 -1.60 -1.69 -0.93
C 3.77 0.20 -0.19 -0.49
C 4.48 0.97 -1.13 0.18
C 4.17 1.11 -2.57 -0.65
N 5.49 1.59 -0.54 -0.28
N 5.45 1.23 0.75 -0.16
C 6.44 1.73 1.67 -0.41
C 4.43 0.40 1.02 0.22
C 4.16 -0.15 2.37 -0.67
C 0.44 0.20 -2.16 -0.22
C -1.04 0.14 -1.76 -0.42
H -1.31 -4.73 -0.52 0.22
H -0.63 -5.81 0.70 0.21
H -1.98 -4.74 1.12 0.20
H 0.20 -3.84 1.99 0.19
H 0.82 -3.79 0.32 0.21
H -3.09 -1.53 -0.59 0.22
H -2.76 -0.96 1.05 0.23
H -3.61 0.78 -1.32 0.16
H -5.40 -0.75 -0.57 0.21
H -5.15 -0.23 1.10 0.20
H -7.05 1.02 0.14 0.21
H -6.04 1.55 -1.21 0.19
H -6.12 3.36 0.48 0.21
H -5.60 2.22 1.74 0.20
H -3.64 3.51 0.95 0.19
H -3.99 3.04 -0.73 0.16
H -0.15 -0.28 1.48 0.24
H -1.21 1.09 1.10 0.24
H 0.37 2.11 -0.30 0.20
H 1.46 1.29 0.83 0.22
H 3.35 1.81 -2.71 0.22
H 5.05 1.47 -3.11 0.23
H 3.86 0.14 -2.96 0.24
H 5.96 2.29 2.48 0.20
H 7.10 2.39 1.11 0.24
H 7.01 0.91 2.10 0.21
H 3.28 -0.80 2.31 0.27
H 3.97 0.65 3.08 0.22
H 5.01 -0.73 2.72 0.23
H 0.60 1.00 -2.89 0.19
H 0.76 -0.75 -2.60 0.26
H -1.59 -0.44 -2.50 0.23
H -1.44 1.16 -1.73 0.21
```

=====

C20H33N5O4 | the ωB97M-V functional and the def2-TZVPD basis

ΔE to the lowest compared entry with this formula, charge and spin: 28.9 kJ/mol
total energy: -36916.2395 eV
gap between HOMO and LUMO: 9.77 eV
molar mass: 407.515 g mol⁻¹
HOMO: -0.334 hartree
SMILES string: CCO[C@H]1CCN(C(=O)CO[C@H]2C[C@@H](NC(=O)CCc3ncnn3C)C2)C[C@@H]1C

Structure (XYZ):
```
62
Properties=species:S:1:pos:R:3:nbo_charge:R:1
C 2.57 -4.05 -3.62 -0.62
C 2.82 -2.70 -3.00 -0.06
O 2.39 -2.73 -1.66 -0.55
C 2.87 -1.68 -0.85 0.11
C 2.26 -0.33 -1.24 -0.45
C 2.72 0.76 -0.27 -0.21
N 2.42 0.39 1.10 -0.44
C 1.45 0.94 1.88 0.67
O 1.15 0.50 2.97 -0.61
C 0.73 2.16 1.29 -0.16
O -0.19 2.63 2.23 -0.53
C -0.43 4.03 2.18 0.10
C -1.34 4.42 0.99 -0.44
C -2.56 4.14 1.91 -0.04
N -3.00 2.76 1.81 -0.61
C -3.61 2.31 0.68 0.68
O -4.07 3.06 -0.17 -0.64
C -3.60 0.81 0.49 -0.48
C -2.82 0.50 -0.80 -0.43
C -2.40 -0.93 -0.88 0.36
N -1.21 -1.37 -0.52 -0.52
C -1.31 -2.71 -0.73 0.14
N -2.47 -3.11 -1.19 -0.29
N -3.17 -1.95 -1.28 -0.18
C -4.54 -1.96 -1.73 -0.41
C -1.62 4.31 3.11 -0.41
C 3.02 -0.87 1.50 -0.22
C 2.56 -2.02 0.60 -0.24
C 3.21 -3.33 1.03 -0.61
H 2.88 -4.05 -4.67 0.21
H 3.13 -4.82 -3.09 0.21
H 1.51 -4.30 -3.58 0.21
H 3.89 -2.45 -3.03 0.16
H 2.29 -1.92 -3.56 0.16
H 3.97 -1.62 -0.96 0.15
H 2.56 -0.06 -2.25 0.21
H 1.18 -0.42 -1.21 0.24
H 3.80 0.91 -0.36 0.19
H 2.26 1.71 -0.52 0.21
H 1.47 2.93 1.05 0.19
H 0.24 1.88 0.36 0.19
H 0.50 4.58 2.32 0.17
H -1.25 5.49 0.76 0.22
H -1.27 3.85 0.07 0.22
H -3.42 4.80 1.82 0.22
H -2.45 2.09 2.32 0.41
H -3.12 0.31 1.33 0.22
H -4.62 0.44 0.42 0.23
H -3.41 0.81 -1.66 0.23
H -1.91 1.09 -0.82 0.23
H -0.50 -3.40 -0.54 0.20
H -4.87 -0.94 -1.89 0.21
H -4.61 -2.51 -2.67 0.22
H -5.18 -2.44 -0.99 0.21
H -1.73 3.63 3.95 0.22
H -1.61 5.34 3.47 0.22
H 4.11 -0.78 1.44 0.18
H 2.75 -1.06 2.54 0.25
H 1.47 -2.10 0.70 0.22
H 4.29 -3.26 0.96 0.20
H 2.96 -3.56 2.07 0.21
H 2.87 -4.15 0.40 0.23
```

=====

C20H33N8NdO2S | the ωB97M-V functional and the def2-TZVPD basis

total energy: -63392.3755 eV
gap between HOMO and LUMO (alpha / beta): 6.92 / 6.97 eV
spin multiplicity: 4
<S²>: 3.753
molar mass: 593.845 g mol⁻¹
HOMO (alpha / beta): -0.446 / -0.447 hartree
charge: +2

Structure (XYZ):
```
65
Properties=species:S:1:pos:R:3:lowdin_spin:R:1
Nd -0.25 0.01 -0.67 3.03
C -2.96 -0.33 -2.90 0.00
C -3.25 0.92 -2.05 0.00
N -1.99 1.58 -1.64 0.00
C -1.46 2.52 -2.65 0.00
C -0.04 2.92 -2.26 0.00
N 0.85 1.73 -2.22 0.00
C 1.40 1.37 -3.55 0.00
C 0.98 -0.02 -4.04 0.00
C 1.66 -1.19 -3.32 0.00
N 0.84 -1.75 -2.21 0.00
C -0.13 -2.76 -2.69 0.00
C -1.12 -3.09 -1.57 0.00
N -1.92 -1.90 -1.21 0.00
C -3.05 -1.67 -2.14 0.00
H -1.95 -0.24 -3.33 0.00
H -3.67 -0.38 -3.72 0.00
H -3.79 0.63 -1.15 0.00
H -3.88 1.61 -2.63 0.00
H -2.21 2.15 -0.81 0.00
H -2.08 3.42 -2.73 0.00
H -1.46 2.04 -3.63 0.00
H -0.05 3.37 -1.26 0.00
H 0.34 3.67 -2.97 0.00
H 1.64 1.98 -1.62 0.00
H 2.49 1.42 -3.54 0.00
H 1.05 2.10 -4.29 0.00
H 1.23 -0.08 -5.10 0.00
H -0.11 -0.11 -3.95 0.00
H 2.60 -0.84 -2.90 0.00
H 1.89 -1.98 -4.04 0.00
H 1.49 -2.25 -1.60 0.00
H 0.38 -3.68 -3.01 0.00
H -0.67 -2.36 -3.55 0.00
H -0.56 -3.42 -0.69 0.00
H -1.76 -3.93 -1.89 0.00
H -2.32 -2.08 -0.29 0.00
H -3.99 -1.68 -1.59 0.00
H -3.09 -2.48 -2.87 0.00
N -0.06 0.79 8.22 0.00
C -0.04 0.41 6.92 0.00
C 1.17 0.13 6.26 0.00
C 1.18 -0.16 4.91 0.00
C 0.00 -0.18 4.19 0.00
C -1.21 0.10 4.82 0.00
C -1.23 0.37 6.17 0.00
S -0.61 0.94 2.05 0.00
O -1.57 0.32 1.05 -0.01
O 0.01 -0.37 2.78 0.00
N 0.59 1.29 0.97 -0.01
C 1.79 0.70 1.11 0.00
N 2.18 -0.02 0.00 0.00
C 3.41 -0.54 0.05 0.00
C 4.23 -0.43 1.15 0.00
C 3.69 0.23 2.25 0.00
N 2.50 0.79 2.23 0.00
H 0.76 0.69 8.79 0.00
H -0.94 0.83 8.71 0.00
H 2.10 0.17 6.81 0.00
H 2.11 -0.37 4.41 0.00
H -2.12 0.08 4.24 0.00
H -2.17 0.59 6.66 0.00
H 3.74 -1.08 -0.84 0.00
H 5.22 -0.85 1.17 0.00
H 4.22 0.29 3.19 0.00
```

=====

C20H33NO3P | the ωB97M-V functional and the def2-TZVPD basis

total energy: -38183.8604 eV
gap between HOMO and LUMO: 6.87 eV
molar mass: 366.462 g mol⁻¹
HOMO: -0.378 hartree
charge: +1

Structure (XYZ):
```
58
Properties=species:S:1:pos:R:3:nbo_charge:R:1
C 1.76 1.05 -0.24 -0.26
C 2.50 1.95 0.41 -0.01
C 3.13 3.39 0.77 -0.14
C 3.89 4.09 -0.22 -0.32
P 4.38 3.19 -1.82 0.74
C 3.24 3.76 -3.25 -0.93
C 6.22 3.65 -2.22 -0.68
C 6.79 2.37 -3.08 -0.63
C 4.15 5.59 0.31 0.79
O 4.49 6.65 -0.28 -0.48
O 3.82 5.42 1.72 -0.54
C 3.04 4.26 2.12 0.80
O 2.54 4.02 3.25 -0.48
H 1.41 0.16 -0.89 0.27
H 2.16 3.46 -2.91 0.24
H 3.35 4.88 -3.49 0.24
H 3.45 3.13 -4.20 0.25
H 6.31 4.64 -2.81 0.24
H 6.81 3.66 -1.22 0.24
H 7.92 2.53 -3.22 0.23
H 6.20 2.40 -4.09 0.21
H 6.54 1.36 -2.56 0.23
C -2.86 1.18 1.18 -0.61
C -1.71 0.18 1.10 -0.41
C -1.75 -0.72 -0.13 -0.43
C -2.90 -1.71 -0.35 -0.21
N -3.08 -2.90 0.61 -0.21
C -3.56 -2.54 2.01 -0.22
C -5.01 -2.16 1.83 -0.43
C -5.54 -3.13 0.80 -0.44
C -4.32 -3.70 0.08 -0.20
C -1.91 -3.89 0.60 -0.20
C -0.62 -3.42 1.28 -0.44
C 0.58 -3.47 0.33 -0.60
H -3.83 0.68 1.16 0.18
H -2.80 1.75 2.10 0.23
H -2.82 1.88 0.34 0.22
H -1.64 -0.39 2.03 0.19
H -0.78 0.76 1.06 0.24
H -0.79 -1.24 -0.20 0.22
H -1.75 -0.06 -1.00 0.24
H -2.75 -2.16 -1.33 0.23
H -3.85 -1.17 -0.39 0.23
H -3.47 -3.44 2.63 0.22
H -2.95 -1.75 2.44 0.24
H -5.11 -1.13 1.46 0.22
H -5.57 -2.21 2.77 0.26
H -6.22 -2.64 0.09 0.24
H -6.10 -3.94 1.27 0.24
H -4.36 -3.61 -1.01 0.23
H -4.19 -4.75 0.35 0.23
H -1.75 -4.18 -0.44 0.23
H -2.25 -4.78 1.14 0.23
H -0.40 -4.09 2.11 0.23
H -0.71 -2.42 1.73 0.22
H 0.72 -4.49 -0.04 0.22
H 1.49 -3.17 0.86 0.24
H 0.45 -2.82 -0.54 0.20
```

=====

C20H34BCl8F5N3O4 | the ωB97M-V functional and the def2-TZVPD basis

total energy: -148375.6217 eV
gap between HOMO and LUMO: 6.23 eV
molar mass: 769.935 g mol⁻¹
HOMO: -0.400 hartree
charge: +1

Structure (XYZ):
```
75
Properties=species:S:1:pos:R:3:lowdin_charge:R:1
C -2.12 2.83 2.09 0.02
C -1.04 2.32 1.17 -0.13
C -1.12 0.74 0.62 -0.22
N -0.40 -0.23 1.51 0.00
C 0.95 0.25 1.98 -0.19
O 0.83 0.67 3.39 -0.19
C 2.19 0.80 3.92 -0.26
C 2.24 1.11 5.55 -0.12
C -0.32 -1.64 0.88 -0.06
N -0.75 -2.66 1.68 0.16
C -1.26 -2.52 3.12 -0.06
C -2.91 -2.54 3.22 -0.21
O -3.48 -2.66 4.45 0.02
O -3.69 -2.48 1.96 -0.01
N 0.16 -1.68 -0.54 0.05
C 0.57 -3.02 -1.05 -0.16
F 1.09 -2.81 -2.45 0.02
F -0.57 -4.00 -1.22 0.02
C 1.85 -3.71 -0.23 -0.11
F 2.64 -2.71 0.54 0.04
F 2.81 -4.23 -1.28 0.03
F 1.46 -4.91 0.56 0.03
C -0.90 -0.99 -1.36 -0.07
C -0.76 0.63 -0.98 -0.24
C 0.77 1.08 -1.38 -0.19
C 1.16 0.91 -2.96 -0.15
B -1.92 1.55 -1.77 -0.35
C -1.51 3.06 -2.36 -0.10
O -3.31 1.11 -2.01 0.00
H -1.91 3.14 3.20 0.09
H -3.22 2.94 1.67 0.09
H -0.18 3.06 0.84 0.03
H -2.28 0.47 0.70 0.16
H 1.67 -0.70 1.96 0.14
H 1.45 1.08 1.32 0.14
H 2.75 1.67 3.34 0.14
H 2.79 -0.22 3.78 0.06
H 1.73 0.23 6.16 0.06
H 3.40 1.06 5.85 0.08
H 1.85 2.17 5.84 0.09
H -0.76 -3.64 1.30 0.17
H -0.90 -3.52 3.66 0.13
H -0.76 -1.64 3.71 0.11
H -4.06 -1.55 1.93 0.13
H -0.77 -1.06 -2.52 0.10
H -2.01 -1.30 -1.04 0.17
H 0.88 2.22 -1.04 0.12
H 1.62 0.50 -0.77 0.12
H 0.35 1.26 -3.72 0.03
H 1.54 -0.20 -3.13 0.08
H 2.11 1.60 -3.16 0.10
H -2.46 3.75 -2.54 0.09
H -0.69 3.59 -1.69 -0.03
H -1.01 2.95 -3.44 0.09
H -3.32 0.86 -3.00 0.09
C 2.68 -0.08 -6.50 -0.99
Cl 1.02 0.38 -6.09 0.51
Cl 3.81 1.21 -6.08 0.52
H 2.95 -0.98 -5.96 0.03
H 2.74 -0.26 -7.58 0.03
C -2.86 -2.19 -4.81 -0.99
Cl -4.24 -1.08 -4.78 0.55
Cl -1.36 -1.31 -5.11 0.51
H -2.80 -2.70 -3.85 0.03
H -3.01 -2.92 -5.61 0.04
C 2.54 -3.16 5.01 -0.96
Cl 0.89 -2.71 5.43 0.59
Cl 3.68 -1.87 5.44 0.59
H 2.81 -4.07 5.56 0.04
H 2.60 -3.34 3.94 0.02
C -0.36 6.55 -1.00 -0.95
Cl -0.66 5.16 0.04 0.61
Cl -0.43 6.10 -2.71 0.56
H -1.11 7.31 -0.80 0.04
H 0.64 6.95 -0.78 0.04
```

=====

C20H34BrCl4Cs2F2Li2N6O16 | the ωB97M-V functional and the def2-TZVPD basis

total energy: -190037.8673 eV
gap between HOMO and LUMO: 1.71 eV
molar mass: 1153.922 g mol⁻¹
HOMO: -0.246 hartree
charge: +1

Structure (XYZ):
```
87
Properties=species:S:1:pos:R:3:lowdin_charge:R:1
C 2.20 0.70 -0.70 -0.10
C 1.78 2.29 -0.67 -0.20
C 0.22 2.51 -0.29 -0.42
N 0.22 3.23 1.03 0.19
C 0.40 4.51 0.88 -0.21
O 0.76 5.69 0.70 0.14
O -0.26 1.15 0.08 0.00
C -1.69 1.32 0.21 -0.27
O -2.22 0.60 1.09 0.12
C -2.29 2.44 -0.78 -0.14
C -3.17 1.90 -2.00 -0.13
C -4.76 1.74 -1.71 -0.42
O -5.47 2.98 -1.43 -0.06
C -5.11 0.54 -0.62 -0.20
N -5.79 1.04 0.62 -0.02
C -2.86 3.54 0.23 -0.21
O -2.67 4.80 0.14 0.11
N -3.76 3.15 1.40 0.16
C -3.13 3.41 2.70 -0.34
O -3.67 2.82 3.73 0.00
F -1.98 4.22 2.92 0.00
C -0.84 2.89 -1.43 -0.49
F -0.77 4.23 -2.00 -0.05
Br -0.18 1.81 -3.00 0.92
H 2.13 0.22 0.36 0.10
H 1.59 0.11 -1.48 0.07
H 3.30 0.63 -0.99 0.06
H 2.40 2.74 0.23 0.04
H 2.14 2.86 -1.62 0.11
H -2.78 0.82 -2.25 0.12
H -3.03 2.60 -2.90 0.13
H -5.23 1.34 -2.72 -0.16
H -6.43 2.79 -1.37 0.12
H -5.88 -0.21 -1.12 0.12
H -4.18 -0.12 -0.41 0.13
H -6.80 0.82 0.51 0.09
H -5.48 0.44 1.41 0.10
H -4.61 3.74 1.25 0.16
Cs -4.97 0.18 -4.36 1.25
C 0.05 4.92 5.75 -2.00
Cl 0.36 5.43 4.07 0.57
Cl -0.91 3.43 5.73 0.55
Cl 1.59 4.62 6.57 0.57
Cl -0.84 6.21 6.60 0.52
C 2.26 -2.62 0.76 -0.10
O 1.74 -2.57 -0.57 -0.22
C 2.34 -3.54 -1.43 -0.20
C 1.28 -4.55 -1.87 -0.21
N 0.88 -5.41 -0.76 -0.04
C -0.28 -6.24 -1.05 -0.19
C -1.62 -5.51 -1.26 -0.23
O -2.11 -4.88 -0.09 -0.18
C -1.65 -3.55 0.10 -0.11
H 1.82 -1.80 1.33 0.08
H 2.00 -3.57 1.24 0.06
H 3.35 -2.49 0.75 0.07
H 3.20 -4.04 -0.97 0.13
H 2.70 -3.00 -2.32 0.10
H 1.68 -5.17 -2.68 0.12
H 0.42 -3.99 -2.27 0.09
H 0.66 -4.82 0.05 0.06
H -0.40 -6.92 -0.20 0.12
H -0.07 -6.87 -1.92 0.12
H -2.36 -6.28 -1.52 0.11
H -1.59 -4.82 -2.11 0.09
H -1.47 -3.03 -0.85 0.07
H -0.74 -3.55 0.71 0.08
H -2.41 -3.00 0.66 0.07
N 5.18 0.65 0.85 -0.58
O 4.74 -0.49 0.71 0.04
O 6.02 0.89 1.74 0.00
O 4.79 1.57 0.11 -0.78
Cs 4.86 3.64 -0.05 1.38
O 6.43 5.55 3.60 -0.63
H 6.29 5.83 4.49 -0.18
C 4.31 -1.06 -4.76 -0.16
O 3.69 -0.45 -3.64 -0.14
H 3.59 -1.09 -5.58 0.08
H 5.18 -0.47 -5.07 0.08
H 4.62 -2.08 -4.51 0.08
H 4.35 -0.44 -2.93 0.08
N 1.30 -6.44 2.40 -0.64
O 2.06 -6.92 1.54 -0.07
O 1.02 -5.22 2.37 -0.11
O 0.82 -7.17 3.29 -0.07
Li -4.41 4.79 4.19 0.87
Li 8.16 4.07 3.16 0.82
```